1.
{
  "formula": "CHCl2O2S",
  "method": "ωB97M-V/def2-TZVPD",
  "total_charge": -1,
  "orbital_gap_ev": [2.57, 2.57],
  "homo_energy_ev": [-1.82, -1.82],
  "symbols": ["C", "O", "O", "S", "Cl", "Cl", "H"],
  "positions_angstrom": [[1.343, 0.527, -0.025], [-4.053, -0.945, -0.804], [-4.948, 0.938, 0.474], [-4.299, 0.500, -0.762], [2.085, 0.159, -1.609], [1.167, 2.289, 0.097], [0.326, 0.128, -0.092]],
  "forces_ev_per_angstrom": [[0.12, -1.22, 1.29], [-0.19, 2.21, -0.52], [0.79, 0.03, -1.83], [-0.55, -2.25, 2.37], [0.24, -0.22, -1.00], [-0.35, 1.18, -0.01], [-0.06, 0.26, -0.29]]
}

=====

2.
{
  "formula": "C9H11N2O3",
  "method": "ωB97M-V/def2-TZVPD",
  "total_charge": -1,
  "orbital_gap_ev": 7.55,
  "homo_energy_ev": -3.96,
  "symbols": ["C", "C", "C", "C", "C", "C", "C", "C", "C", "N", "N", "O", "O", "O", "H", "H", "H", "H", "H", "H", "H", "H", "H", "H", "H"],
  "positions_angstrom": [[-1.024, 0.336, 2.091], [-2.273, 2.281, -1.214], [-1.411, 1.215, -1.312], [2.080, 1.342, -0.035], [-0.208, 0.798, 0.967], [-1.517, 0.038, -0.512], [0.662, -1.060, -0.047], [1.814, -1.636, -0.884], [0.327, -2.032, 1.131], [-1.663, -0.219, 2.883], [0.886, 0.240, 0.424], [3.173, 0.851, 0.154], [1.737, 2.393, -0.466], [-0.597, -0.891, -0.857], [-2.066, 3.222, -1.669], [-3.239, 2.253, -0.752], [-0.514, 1.209, -1.923], [-0.165, 1.837, 0.968], [-2.516, -0.223, -0.054], [2.601, -1.743, -0.272], [2.008, -1.063, -1.706], [1.432, -2.629, -1.235], [0.413, -1.412, 2.027], [0.889, -2.902, 1.121], [-0.831, -2.206, 1.172]],
  "forces_ev_per_angstrom": [[0.59, -1.18, -0.06], [1.22, -1.41, -0.95], [-2.08, 2.29, -0.13], [1.11, -2.34, 0.26], [-2.37, -0.80, -0.42], [1.33, 0.54, 1.99], [0.04, -0.21, 0.90], [-5.04, -1.66, -0.22], [-3.67, 2.69, 0.05], [-0.01, 0.77, -0.09], [1.32, 0.73, 0.60], [0.61, -1.03, 0.36], [-2.14, 1.94, -0.50], [-0.40, -1.74, -1.40], [0.33, 0.40, -0.52], [-0.23, -0.40, 0.64], [0.04, 0.55, 0.15], [-0.08, 1.85, -0.29], [1.32, -0.14, -0.32], [2.99, -0.36, 2.03], [0.72, 1.69, -2.10], [0.49, 0.63, 0.23], [0.77, -0.83, 0.14], [0.99, -1.67, 0.12], [2.18, -0.30, -0.47]]
}

=====

3.
{
  "formula": "C3H4NP",
  "method": "ωB97M-V/def2-TZVPD",
  "orbital_gap_ev": 9.83,
  "smiles": "C1=NC=[PH]=C1",
  "homo_energy_ev": -9.42,
  "symbols": ["C", "C", "C", "N", "P", "H", "H", "H", "H"],
  "positions_angstrom": [[-1.081, 0.422, -0.199], [0.069, 1.120, -0.258], [0.213, -1.314, 0.096], [-0.961, -0.949, -0.178], [1.418, 0.023, -0.125], [-2.046, 0.827, -0.325], [0.295, 2.218, -0.408], [0.483, -2.441, 0.175], [1.611, 0.096, 1.221]],
  "forces_ev_per_angstrom": [[0.93, 1.06, -1.35], [0.01, 2.20, 0.22], [1.95, -2.68, -0.72], [-1.80, -0.83, 1.08], [0.89, -1.14, -0.76], [-1.01, 0.41, -0.05], [-0.96, -1.42, 0.33], [-0.52, 2.04, -0.04], [0.52, 0.36, 1.29]]
}

=====

4.
{
  "formula": "C22H24N2O6",
  "method": "ωB97M-V/def2-TZVPD",
  "orbital_gap_ev": 8.23,
  "smiles": "O=C(O)c1c(/C=C\\c2ccccc2)ccc2c1OCO2.CNC(=O)[C@H](C)NC(C)=O",
  "homo_energy_ev": -7.86,
  "symbols": ["O", "O", "O", "O", "O", "O", "C", "C", "C", "C", "C", "C", "C", "C", "C", "C", "C", "C", "C", "C", "C", "C", "C", "N", "N", "C", "C", "C", "C", "C", "H", "H", "H", "H", "H", "H", "H", "H", "H", "H", "H", "H", "H", "H", "H", "H", "H", "H", "H", "H", "H", "H", "H", "H"],
  "positions_angstrom": [[-1.159, -2.647, 0.324], [1.993, 0.461, -2.294], [-0.271, -2.849, -4.251], [1.092, -2.525, 0.225], [-1.579, -2.223, 5.314], [-1.470, -3.323, 3.258], [-0.103, -2.290, 0.819], [1.236, 0.951, -3.125], [0.280, -2.100, -3.446], [1.054, 1.661, 0.737], [1.198, 0.355, 1.175], [-1.608, 4.806, 1.946], [-0.406, 5.085, 1.293], [-1.965, 3.481, 2.203], [-0.242, -0.273, 4.609], [0.443, 4.040, 0.914], [-1.119, 2.437, 1.811], [0.444, 0.316, 3.541], [-0.868, -1.500, 4.412], [-0.809, -2.137, 3.191], [0.112, 2.703, 1.184], [0.495, -0.309, 2.281], [-0.126, -1.570, 2.102], [1.539, -2.295, -3.036], [0.086, 0.384, -3.487], [-2.003, -3.392, 4.591], [1.583, 2.263, -3.786], [2.398, -3.393, -3.473], [-1.956, -0.872, -3.074], [-0.434, -0.848, -2.893], [0.874, -3.056, -0.555], [1.734, 1.946, -0.062], [1.924, -0.239, 0.627], [-2.266, 5.617, 2.245], [-0.129, 6.114, 1.085], [-2.909, 3.259, 2.693], [-0.293, 0.210, 5.579], [1.375, 4.277, 0.409], [-1.449, 1.419, 1.983], [0.934, 1.276, 3.680], [1.947, -1.564, -2.459], [-0.477, 0.838, -4.187], [-1.640, -4.294, 5.092], [-3.096, -3.435, 4.554], [2.561, 2.588, -3.433], [0.833, 3.006, -3.519], [1.611, 2.133, -4.866], [3.440, -3.161, -3.252], [2.289, -3.541, -4.549], [2.115, -4.316, -2.964], [-2.208, -0.911, -4.135], [-2.403, 0.016, -2.626], [-2.363, -1.757, -2.583], [-0.239, -0.818, -1.819]],
  "forces_ev_per_angstrom": [[1.14, 0.00, 0.02], [-0.06, -0.27, 0.17], [0.11, 0.33, 0.48], [-0.53, 0.12, 0.66], [-0.19, -0.61, -0.28], [-0.14, -0.09, 0.32], [-1.52, -0.45, -0.92], [1.06, 0.49, 0.36], [-0.85, -0.50, -1.33], [0.13, -2.35, 0.87], [-0.04, 2.25, -1.14], [0.20, -0.14, -0.07], [-0.06, -0.41, 0.10], [0.48, -0.07, -0.32], [-0.17, -0.27, 0.09], [-0.43, 0.23, 0.27], [-0.22, 0.46, 0.01], [-0.32, -0.62, -0.23], [0.73, 1.27, -0.30], [0.44, 0.62, -0.62], [-0.19, 0.18, 0.00], [-0.14, 0.01, 0.82], [0.53, 0.13, 1.09], [0.89, 0.30, 0.85], [-0.55, -0.51, -0.18], [-0.17, -0.27, 0.14], [-0.06, -0.11, 0.04], [-0.48, 0.18, -0.21], [0.49, -0.37, -0.12], [-0.35, 0.13, 0.38], [0.09, 0.05, -0.25], [-0.08, 0.02, 0.04], [-0.08, 0.05, 0.04], [0.08, -0.10, -0.04], [-0.02, -0.14, 0.00], [0.13, -0.01, -0.08], [0.04, -0.04, -0.11], [-0.05, -0.11, 0.03], [0.16, 0.08, -0.03], [-0.10, -0.18, -0.07], [-0.08, 0.00, -0.11], [-0.03, -0.05, -0.03], [0.20, 0.16, -0.09], [0.08, 0.23, -0.13], [-0.13, -0.07, -0.03], [-0.02, 0.14, -0.13], [-0.05, 0.15, -0.09], [-0.18, 0.08, 0.07], [-0.02, -0.05, 0.11], [0.08, -0.07, -0.10], [-0.05, -0.08, 0.02], [0.10, -0.01, 0.04], [-0.01, 0.08, -0.11], [0.21, 0.19, 0.06]]
}